No. 1
The following is a DFT calculation (wB97M-V/def2-TZVPD) of 9 unconnected molecules or ions with the total composition C44H49F9N2O6.

DFT total energy	-86140.96693	eV
SMILES string	CCOC(=O)C(F)(F)F.CCOC(=O)C(F)(F)F.CCOC(=O)C(F)(F)F.c1cc[nH]c1.c1cc[nH]c1.c1ccccc1.c1ccccc1.c1ccccc1.c1ccccc1
HOMO energy	-0.2980	Ha
LUMO level	0.011	hartree
HOMO-LUMO gap	8.404	eV

Cartesian coordinates (Å):
N -3.16 -2.88 -5.22
C -3.41 -3.01 -3.85
C -2.21 -2.60 -3.15
C -1.23 -2.46 -4.14
C -1.80 -2.61 -5.36
H -3.79 -2.97 -6.00
H -4.39 -3.19 -3.43
H -2.15 -2.53 -2.07
H -0.20 -2.27 -3.88
H -1.44 -2.57 -6.38
N 6.06 -6.84 0.42
C 5.91 -6.40 -0.87
C 4.72 -5.74 -0.98
C 4.02 -5.97 0.21
C 4.85 -6.61 1.06
H 6.90 -7.19 0.87
H 6.74 -6.59 -1.54
H 4.44 -5.19 -1.87
H 3.04 -5.58 0.46
H 4.70 -6.79 2.12
C 3.58 5.61 -0.12
C 4.27 4.40 -0.33
C 4.29 3.57 0.76
C 3.86 3.94 1.99
C 3.23 5.14 2.19
C 3.08 5.95 1.09
H 3.33 6.20 -0.99
H 4.58 4.11 -1.32
H 4.75 2.61 0.58
H 3.84 3.31 2.87
H 2.79 5.42 3.13
H 2.60 6.90 1.29
C -4.16 -8.97 1.82
C -3.57 -7.74 2.03
C -4.08 -6.64 1.30
C -5.15 -6.77 0.52
C -5.77 -7.99 0.28
C -5.22 -9.08 0.91
H -3.79 -9.89 2.24
H -2.63 -7.65 2.57
H -3.59 -5.70 1.49
H -5.56 -5.85 0.12
H -6.55 -8.15 -0.45
H -5.63 -10.04 0.61
C -6.77 2.00 -5.96
C -7.81 2.36 -5.10
C -7.57 2.41 -3.75
C -6.29 2.12 -3.28
C -5.27 1.66 -4.10
C -5.60 1.52 -5.43
H -6.92 2.09 -7.02
H -8.73 2.62 -5.61
H -8.34 2.89 -3.17
H -6.00 2.11 -2.24
H -4.36 1.24 -3.71
H -4.87 1.06 -6.07
C -4.75 6.14 0.78
C -3.79 5.35 0.15
C -2.60 5.01 0.73
C -2.27 5.50 2.03
C -3.30 6.20 2.68
C -4.51 6.47 2.09
H -5.68 6.17 0.24
H -4.00 4.97 -0.84
H -1.95 4.36 0.16
H -1.34 5.25 2.51
H -3.28 6.65 3.66
H -5.27 7.04 2.62
C -4.09 2.34 6.31
C -2.80 3.04 6.00
O -1.67 2.32 6.56
C -0.51 2.93 6.74
O -0.32 4.12 6.41
C 0.61 2.18 7.58
F 0.48 0.83 7.47
F 1.82 2.54 7.19
F 0.40 2.59 8.74
H -4.22 2.20 7.39
H -4.21 1.31 5.95
H -5.02 2.81 5.98
H -2.77 4.05 6.40
H -2.46 2.98 4.97
C 2.41 -1.11 0.03
C 1.80 -0.74 1.39
O 0.40 -0.34 1.16
C -0.61 -0.42 2.04
O -0.42 -0.72 3.25
C -2.08 -0.28 1.46
F -2.81 0.65 2.06
F -2.01 0.08 0.21
F -2.80 -1.35 1.58
H 1.78 -1.73 -0.61
H 3.42 -1.50 0.15
H 2.65 -0.32 -0.68
H 2.35 0.14 1.73
H 2.07 -1.55 2.06
C 10.45 -0.91 -2.48
C 9.03 -0.37 -2.81
O 8.97 0.63 -3.91
C 7.70 1.09 -4.29
O 6.61 0.79 -3.80
C 7.84 2.23 -5.36
F 8.10 3.33 -4.78
F 8.77 2.02 -6.27
F 6.67 2.40 -6.09
H 10.44 -1.68 -1.70
H 11.00 -0.09 -2.02
H 11.00 -1.23 -3.36
H 8.71 0.16 -1.91
H 8.52 -1.30 -3.07

These are the Mulliken partial charges, in e, on atoms 1 to 5: 0.0150 -0.6268 -0.1801 -0.4258 -0.5978



No. 2
The following is a DFT calculation (wB97M-V/def2-TZVPD) of a gas-phase ion, C5H10IN2O (charge +1).

energy relative to the best compared isomer or geometry (same formula, charge and spin)	25.1	kJ/mol
DFT total energy	-18467.93036	eV
SMILES string	C/[NH+]=C(/C)N/C(O)=C\I
HOMO energy	-0.4553	Ha
total charge	+1
LUMO level	-0.123	hartree
HOMO-LUMO gap	9.045	eV

Cartesian coordinates (Å):
C -0.08 0.84 -0.31
C -0.53 -0.59 1.73
C 2.58 -1.42 -0.50
C 1.38 -1.10 -0.96
C -0.65 1.99 -1.12
N 0.85 0.24 -1.04
N -0.68 0.51 0.78
O 0.50 -2.07 -1.26
I 3.89 0.11 0.24
H -0.70 -1.61 1.30
H -1.23 -0.46 2.55
H 2.96 -2.43 -0.62
H 0.45 -0.62 2.17
H -1.62 2.35 -0.70
H -0.89 1.55 -2.17
H 0.00 2.92 -1.24
H 1.11 0.78 -1.85
H -1.56 0.98 0.83
H 0.73 -2.94 -1.19

These are the natural (NBO) partial charges, in e, on atoms 1 to 5: 0.5858 -0.4440 -0.3960 0.3796 -0.6938



No. 3
The following is a DFT calculation (wB97M-V/def2-TZVPD) of 2 unconnected molecules or ions with the total composition CH5OS.

energy relative to the best compared isomer or geometry (same formula, charge and spin)	32.0	kJ/mol
DFT total energy	-14001.47367	eV
HOMO energy	-0.0968	Ha
total charge	-1
LUMO level	0.167	hartree
HOMO-LUMO gap	7.169	eV

Cartesian coordinates (Å):
O -1.33 -1.10 -1.64
H -0.50 -0.93 -2.10
C 0.87 1.59 0.25
S 0.28 -0.23 0.88
H -0.02 2.12 -0.16
H 1.12 2.14 1.16
H 1.69 1.55 -0.45
H -1.04 -1.07 -0.69

These are the natural (NBO) partial charges, in e, on atoms 1 to 5: -1.0123 0.4546 -0.6970 -0.7774 0.1796